Record 1
ORCA calculation (ωB97M-V/def2-TZVPD) on a single C6H6S molecule in a non-equilibrium geometry.

Summary:
F_max in eV Å⁻¹: 2.585
E_LUMO (spin up / spin down) in Eh: -0.0106 / -0.0158
Relative energy (zero: lowest compared OMol25 entry of this formula, charge and spin) in eV: 5.925
Molar mass in g/mol: 110.18
Orbital gap (spin up / spin down) in eV: 7.70 / 6.38
DFT total energy in eV: -17148.4812

The geometry in ORCA input format:
```
! wB97M-V def2-TZVPD RIJCOSX def2/J DEFGRID3
* xyz 0 1
C 0.91 -1.10 -0.97
C 1.37 -0.15 -0.03
C -0.33 -1.19 -1.44
C -1.02 0.29 1.02
C 0.45 0.82 0.61
C -0.90 1.36 0.11
S -1.61 -1.49 -2.31
H 1.59 -1.76 -1.40
H 2.48 -0.07 0.33
H -1.05 -0.72 0.55
H -1.49 0.27 2.01
H 1.00 1.42 1.29
H -1.39 2.32 0.22
*
```

Record 2
ORCA calculation (ωB97M-V/def2-TZVPD) on 2 unconnected molecules or ions with the total composition C6H14N2O2 in a non-equilibrium geometry.

Summary:
F_max in eV Å⁻¹: 2.266
E_LUMO in Eh: 0.0250
Relative energy (zero: lowest compared OMol25 entry of this formula, charge and spin) in eV: 1.661
Molar mass in g/mol: 146.19
Orbital gap in eV: 10.49
DFT total energy in eV: -13523.9632

The geometry in ORCA input format:
```
! wB97M-V def2-TZVPD RIJCOSX def2/J DEFGRID3
* xyz 0 1
C -1.31 -0.48 1.45
C 2.04 -2.34 0.87
C -0.01 -1.20 1.63
O 0.39 -1.30 2.79
N 0.77 -1.69 0.63
H -1.30 0.53 1.82
H 0.40 -1.71 -0.31
H 2.02 -2.89 1.79
H -1.78 -0.49 0.46
H -2.01 -1.05 2.05
H 2.35 -3.02 0.10
H 2.83 -1.61 0.65
C 1.08 0.41 -2.05
C -1.68 2.36 -0.40
C -0.70 1.72 -1.33
O -1.07 1.60 -2.49
N 0.46 1.10 -0.92
H 0.55 0.57 -0.07
H 1.24 1.12 -2.86
H -1.27 2.65 0.57
H 2.02 -0.06 -1.81
H 0.38 -0.28 -2.53
H -1.99 3.38 -0.70
H -2.66 1.91 -0.52
*
```

Record 3
ORCA calculation (ωB97M-V/def2-TZVPD) on 12 unconnected molecules or ions with the total composition C44H81BN7O12 in a non-equilibrium geometry.

Summary:
F_max in eV Å⁻¹: 3.899
E_LUMO in Eh: 0.0777
Molar mass in g/mol: 910.98
Orbital gap in eV: 10.25
DFT total energy in eV: -82624.6725

The geometry in ORCA input format:
```
! wB97M-V def2-TZVPD RIJCOSX def2/J DEFGRID3
* xyz -1 1
O 1.93 -0.66 1.32
C 1.21 0.24 0.86
O 0.10 0.69 1.33
B -0.22 1.99 0.66
O 0.79 2.14 -0.49
C 1.65 1.14 -0.37
O 2.52 0.90 -1.14
O 0.04 3.10 1.68
C -0.98 3.92 1.68
O -1.11 5.05 2.15
C -2.08 3.18 0.84
O -1.54 2.12 0.15
O -3.20 3.55 0.67
C 4.13 -3.93 -1.20
C 3.15 -4.37 -0.14
C 3.52 -3.85 1.26
O 1.79 -3.98 -0.50
H 5.12 -4.18 -0.86
H 4.03 -2.88 -1.42
H 3.99 -4.48 -2.18
H 3.06 -5.43 -0.17
H 4.62 -4.02 1.37
H 3.00 -4.40 2.10
H 3.32 -2.78 1.25
H 1.67 -3.05 -0.33
C 4.74 -0.11 -3.82
C 4.82 -0.30 -5.33
C 3.83 -1.27 -5.95
O 4.71 0.98 -5.95
H 4.93 -1.12 -3.38
H 3.81 0.19 -3.40
H 5.53 0.60 -3.56
H 5.84 -0.54 -5.52
H 4.08 -1.34 -7.00
H 2.86 -0.89 -5.75
H 3.96 -2.38 -5.69
H 3.83 1.31 -5.73
C -5.76 -0.91 -0.05
C -5.35 0.55 0.28
C -4.86 0.62 1.69
O -4.33 1.02 -0.62
H -6.42 -1.36 0.70
H -4.88 -1.54 -0.01
H -6.21 -0.91 -1.03
H -6.25 1.21 0.23
H -4.70 1.62 2.01
H -3.96 0.01 1.58
H -5.63 0.07 2.35
H -4.28 1.97 -0.59
C 2.38 4.21 -4.04
C 1.84 3.54 -5.29
C 2.62 3.99 -6.53
O 2.01 2.10 -5.18
H 3.37 3.80 -3.79
H 1.83 3.87 -3.19
H 2.36 5.34 -4.13
H 0.76 3.78 -5.46
H 2.75 3.16 -7.22
H 3.65 4.34 -6.24
H 2.10 4.77 -7.00
H 2.03 1.83 -4.22
C 3.09 1.27 4.63
C 1.78 0.46 4.75
C 0.58 1.37 4.84
C 0.66 2.42 5.82
N 0.71 3.31 6.53
H 2.89 2.27 4.21
H 3.84 0.76 4.00
H 3.51 1.34 5.67
H 1.88 -0.18 5.65
H 1.76 -0.12 3.88
H -0.30 0.73 5.01
H 0.45 1.91 3.91
C 0.03 -3.32 -5.72
C 0.23 -3.48 -4.18
C 1.22 -4.57 -3.82
C 2.36 -4.73 -4.70
N 3.12 -5.04 -5.51
H -0.56 -2.46 -5.88
H -0.35 -4.15 -6.27
H 1.02 -3.12 -6.18
H -0.75 -3.60 -3.64
H 0.61 -2.56 -3.79
H 0.72 -5.65 -3.84
H 1.53 -4.49 -2.81
C -3.27 -1.52 -3.48
C -2.65 -0.29 -2.93
C -1.32 -0.58 -2.18
C -1.57 -1.43 -1.02
N -1.66 -2.20 -0.19
H -4.28 -1.38 -3.84
H -3.39 -2.35 -2.73
H -2.68 -2.00 -4.25
H -3.30 0.22 -2.26
H -2.46 0.33 -3.78
H -0.93 0.41 -1.87
H -0.56 -1.07 -2.78
C 2.62 5.36 0.28
C 3.46 4.27 -0.35
C 3.80 3.21 0.72
C 4.81 3.75 1.65
N 5.47 4.39 2.33
H 2.24 5.93 -0.58
H 3.18 5.96 0.98
H 1.83 4.85 0.75
H 4.33 4.67 -0.87
H 2.86 3.77 -1.06
H 4.13 2.31 0.21
H 2.95 2.88 1.35
C -4.65 4.84 6.06
C -3.74 5.29 4.89
C -2.44 4.55 5.05
C -2.48 3.16 4.57
N -2.83 2.12 4.16
H -5.68 5.29 6.06
H -4.20 5.24 7.01
H -4.71 3.79 6.11
H -3.56 6.36 4.99
H -4.14 5.11 3.87
H -1.97 4.52 6.08
H -1.63 4.98 4.44
C -0.53 -6.48 0.09
C -0.51 -6.07 1.57
C -1.20 -4.79 1.91
C -2.64 -4.82 1.79
N -3.77 -4.89 1.69
H -1.57 -6.45 -0.29
H -0.19 -7.54 -0.08
H 0.00 -5.75 -0.51
H 0.51 -5.80 1.81
H -0.98 -6.76 2.25
H -0.82 -3.94 1.31
H -0.97 -4.65 2.95
C -4.92 -0.56 5.28
C -4.61 -1.68 4.23
C -3.18 -1.62 3.66
C -2.28 -2.39 4.54
N -1.72 -3.20 5.17
H -4.11 -0.60 6.09
H -5.88 -0.66 5.79
H -4.83 0.45 4.84
H -5.26 -1.82 3.41
H -4.68 -2.63 4.71
H -2.82 -0.62 3.50
H -3.12 -2.08 2.66
*
```

Record 4
ORCA calculation (ωB97M-V/def2-TZVPD) on a molecular structure, C25H40CeNO3P3 in a non-equilibrium geometry.

Summary:
F_max in eV Å⁻¹: 4.259
E_LUMO (spin up / spin down) in Eh: -0.1094 / -0.1086
Relative energy (zero: lowest compared OMol25 entry of this formula, charge and spin) in eV: 0.000
Expectation value of S²: 0.753
Molar mass in g/mol: 635.64
Orbital gap (spin up / spin down) in eV: 6.28 / 6.29
DFT total energy in eV: -74990.9003

The geometry in ORCA input format:
```
! wB97M-V def2-TZVPD RIJCOSX def2/J DEFGRID3
* xyz 1 2
C -1.82 2.91 -3.74
C -1.58 1.58 -3.39
C -0.22 1.11 -3.53
C 0.76 2.09 -3.11
C 0.52 3.44 -3.37
C -0.74 3.82 -3.79
C 1.94 1.58 -2.50
C 2.34 0.27 -2.89
C 1.28 -0.62 -3.32
C 1.51 -1.99 -2.94
C 2.83 -2.46 -2.99
C 3.89 -1.54 -3.03
C 3.66 -0.19 -2.86
H -2.84 3.23 -3.95
H 1.34 4.15 -3.24
H -0.93 4.85 -4.10
H 2.69 2.30 -2.02
H 3.01 -3.53 -3.00
H 4.91 -1.91 -3.12
H 4.46 0.54 -2.72
N 0.12 -0.16 -3.88
Ce 0.61 0.68 0.84
C -2.55 0.70 -2.67
H -2.50 -0.33 -3.04
H -3.58 1.08 -2.75
C 0.38 -2.72 -2.27
H -0.57 -2.52 -2.78
H 0.57 -3.79 -2.23
P -2.11 0.59 -0.82
P 0.15 -2.10 -0.50
C 1.42 -3.17 0.28
H 1.36 -3.14 1.38
H 1.28 -4.21 -0.07
H 2.41 -2.81 -0.02
C -1.33 -3.14 -0.10
H -1.04 -4.21 -0.08
H -1.73 -2.84 0.87
H -2.10 -2.99 -0.87
C -2.75 2.24 -0.30
H -3.84 2.26 -0.43
H -2.50 2.42 0.76
H -2.29 3.02 -0.91
C -3.58 -0.39 -0.30
H -3.51 -0.60 0.78
H -4.50 0.19 -0.49
H -3.63 -1.34 -0.85
H 1.38 1.22 -0.58
H 2.27 -0.05 0.62
C -0.94 4.09 3.59
C 0.06 3.10 3.06
O -0.79 1.95 2.45
P -1.25 0.35 2.93
O -1.70 0.42 4.44
C -1.31 1.12 5.68
C 0.15 1.02 6.04
O 0.46 -0.04 3.07
C 0.85 -1.40 3.57
C 2.35 -1.38 3.62
H -1.65 4.38 2.81
H -0.42 4.99 3.93
H -1.48 3.68 4.45
H 0.66 3.48 2.23
H 0.71 2.66 3.82
H -1.65 2.15 5.60
H -1.92 0.60 6.42
H 0.79 1.59 5.37
H 0.27 1.44 7.04
H 0.48 -0.02 6.08
H 0.39 -1.48 4.57
H 0.44 -2.17 2.90
H 2.72 -0.56 4.24
H 2.69 -2.32 4.08
H 2.82 -1.30 2.62
*
```

Record 5
ORCA calculation (ωB97M-V/def2-TZVPD) on a molecular structure, C40H55BCl3IIrN12OSSbSi3 in a non-equilibrium geometry.

Summary:
F_max in eV Å⁻¹: 4.380
E_LUMO (spin up / spin down) in Eh: -0.3755 / -0.3821
Expectation value of S²: 0.805
Molar mass in g/mol: 1394.34
Orbital gap (spin up / spin down) in eV: 3.30 / 3.12
DFT total energy in eV: -152468.0266

The geometry in ORCA input format:
```
! wB97M-V def2-TZVPD RIJCOSX def2/J DEFGRID3
* xyz 3 2
Ir -1.40 -0.72 1.77
C -2.65 2.69 4.43
C -2.78 1.38 3.97
N -1.78 1.09 3.14
N -0.99 2.17 3.07
C -1.51 3.16 3.82
B 0.19 2.23 2.07
N 1.12 1.00 2.28
C 2.39 1.05 2.70
C 2.88 -0.24 2.78
C 1.80 -1.04 2.42
N 0.76 -0.27 2.11
N -0.50 2.17 0.69
C -0.74 3.20 -0.13
C -1.70 2.81 -1.04
C -2.02 1.51 -0.67
N -1.29 1.14 0.37
N 1.02 3.48 2.24
C 1.47 3.99 3.42
C 2.28 5.06 3.14
C 2.29 5.13 1.73
N 1.54 4.17 1.22
H -3.30 3.21 5.10
H -3.52 0.65 4.21
H -1.06 4.13 3.88
H 2.88 1.97 2.94
H 3.86 -0.56 3.07
H 1.73 -2.11 2.39
H -0.21 4.12 -0.02
H -2.14 3.40 -1.82
H -2.76 0.85 -1.08
H 1.21 3.55 4.36
H 2.79 5.70 3.83
H 2.81 5.81 1.09
I -1.15 -2.43 7.84
C -1.56 -2.60 5.79
C -2.15 -3.65 5.12
N -2.19 -3.31 3.83
N -1.66 -2.09 3.62
C -1.27 -1.65 4.80
H -2.52 -4.58 5.50
H -2.55 -3.86 3.06
H -0.83 -0.68 4.92
Cl -0.50 6.36 -3.22
C 0.63 5.09 -3.09
C 0.26 3.78 -3.39
C 1.16 2.75 -3.20
C 2.46 2.97 -2.73
C 3.43 1.82 -2.47
C 3.06 0.46 -3.13
N 2.33 -0.43 -2.24
C 2.90 -1.42 -1.50
C 1.90 -2.01 -0.79
N 0.72 -1.39 -1.08
C 1.02 -0.43 -1.94
O 3.55 1.46 -1.09
C 3.98 2.39 -0.14
C 5.44 2.74 -0.09
C 5.97 3.35 1.05
Cl 5.11 3.67 2.47
S 7.64 3.75 0.89
C 7.65 3.10 -0.68
C 6.44 2.60 -1.07
C 2.85 4.30 -2.57
Cl 4.49 4.74 -2.26
C 1.94 5.35 -2.71
H -0.71 3.58 -3.80
H 0.85 1.76 -3.46
H 4.40 2.14 -2.86
H 3.99 -0.05 -3.39
H 2.49 0.61 -4.05
H 3.94 -1.67 -1.56
H 1.95 -2.80 -0.07
H 0.29 0.24 -2.34
H 3.73 1.90 0.81
H 3.39 3.31 -0.19
H 8.55 3.11 -1.27
H 6.29 2.15 -2.04
H 2.26 6.36 -2.54
C -4.72 -2.94 1.56
Si -4.71 -2.67 -0.33
C -5.06 -0.85 -0.75
C -5.69 -3.99 -1.28
Sb -1.64 -2.10 -0.61
Si -0.72 -4.67 -0.27
C -0.12 -4.72 1.55
C -2.33 -5.65 -0.54
C 0.62 -5.12 -1.55
Si -1.87 -1.78 -3.34
C -3.35 -2.88 -3.80
C -0.30 -2.51 -4.14
C -2.21 0.05 -3.78
H -5.71 -2.70 1.93
H -4.02 -2.28 2.07
H -4.53 -3.97 1.84
H -6.12 -0.64 -0.62
H -4.82 -0.60 -1.78
H -4.52 -0.19 -0.09
H -6.73 -3.91 -0.98
H -5.36 -5.00 -1.07
H -5.67 -3.85 -2.35
H -0.80 -5.30 2.18
H -0.01 -3.73 1.98
H 0.84 -5.22 1.61
H -3.12 -5.37 0.15
H -2.14 -6.71 -0.40
H -2.71 -5.53 -1.55
H 1.62 -4.91 -1.19
H 0.49 -4.61 -2.49
H 0.57 -6.19 -1.74
H -3.29 -3.86 -3.33
H -3.38 -3.04 -4.87
H -4.30 -2.43 -3.53
H -0.41 -3.59 -4.27
H 0.61 -2.33 -3.59
H -0.16 -2.09 -5.14
H -3.27 0.28 -3.67
H -1.96 0.24 -4.82
H -1.66 0.77 -3.18
*
```